Record 1
The following is a DFT calculation (ωB97M-V with the def2-TZVPD basis set) of a molecular structure, C21H23N3O3S2Sc.

The geometry in ORCA input format:
```
! wB97M-V def2-TZVPD RIJCOSX def2/J DEFGRID3
* xyz 1 1
Sc 0.421 -2.011 -1.106
C -1.390 -2.229 2.098
C -0.302 -1.474 1.406
N 0.706 -2.225 1.008
N 1.909 -1.567 0.826
C 2.806 -2.032 -0.006
S 2.560 -3.148 -1.329
S 4.438 -1.394 0.132
C 4.285 0.034 1.239
C 4.409 1.365 0.544
C 3.599 1.688 -0.541
C 3.718 2.920 -1.163
C 4.649 3.849 -0.707
C 5.458 3.533 0.373
C 5.340 2.293 0.991
C -0.356 -0.021 1.270
C -0.960 0.770 2.266
C -0.984 2.140 2.160
C -0.404 2.748 1.037
C 0.158 1.996 0.028
C 0.155 0.602 0.115
O 0.575 -0.140 -0.917
H -1.114 -2.332 3.151
H -2.349 -1.714 2.053
H -1.466 -3.234 1.687
H 3.326 -0.070 1.742
H 5.069 -0.087 1.985
H 2.878 0.966 -0.905
H 3.090 3.155 -2.015
H 4.749 4.807 -1.201
H 6.189 4.247 0.732
H 5.979 2.049 1.833
H -1.365 0.290 3.150
H -1.427 2.742 2.942
H -0.400 3.829 0.957
H 0.607 2.457 -0.842
O -1.377 -1.496 -2.443
C -2.002 -2.363 -1.773
O -1.406 -3.167 -1.011
C -3.519 -2.381 -1.848
N -3.921 -1.150 -2.650
C -4.794 -0.281 -1.767
C -4.383 -0.685 -0.363
C -4.182 -2.201 -0.480
H -3.841 -3.274 -2.379
H -4.363 -1.387 -3.535
H -3.026 -0.686 -2.876
H -5.828 -0.547 -1.973
H -4.626 0.759 -2.033
H -5.160 -0.421 0.352
H -3.460 -0.182 -0.061
H -5.134 -2.730 -0.442
H -3.537 -2.611 0.291
*
```

Output
Molar mass (u): 474.5
LUMO (eV): -3.30
Calculated total energy (a.u.): -2761.0445
Orbital gap (eV): 7.339

Record 2
The following is a DFT calculation (ωB97M-V with the def2-TZVPD basis set) of a single C21H23N3O4 molecule.

The geometry in ORCA input format:
```
! wB97M-V def2-TZVPD RIJCOSX def2/J DEFGRID3
* xyz 0 1
O -5.969 -1.655 1.331
C -5.042 -0.985 0.863
N -3.811 -1.576 0.879
N -2.678 -1.130 0.324
C -1.625 -1.843 0.404
C -0.375 -1.418 -0.177
C 0.775 -2.187 -0.001
C 1.988 -1.803 -0.538
C 2.070 -0.626 -1.276
O 3.203 -0.142 -1.858
C 4.394 -0.898 -1.781
C 5.010 -0.985 -0.375
O 5.192 -2.073 0.147
N 5.335 0.173 0.220
C 5.239 1.480 -0.404
C 5.209 2.563 0.669
C 6.514 2.579 1.472
C 7.086 1.161 1.596
C 5.971 0.127 1.527
C 0.922 0.152 -1.462
C -0.280 -0.236 -0.922
C -5.239 0.358 0.307
C -4.189 1.244 0.046
C -4.425 2.487 -0.498
C -5.725 2.877 -0.800
C -6.779 2.035 -0.531
C -6.563 0.779 0.041
O -7.633 0.024 0.306
H -3.815 -2.505 1.315
H -1.628 -2.810 0.925
H 0.722 -3.102 0.572
H 2.856 -2.417 -0.365
H 4.230 -1.924 -2.131
H 5.095 -0.400 -2.457
H 6.103 1.643 -1.064
H 4.331 1.534 -1.005
H 4.361 2.373 1.330
H 5.045 3.531 0.195
H 7.246 3.224 0.983
H 6.320 2.995 2.461
H 7.627 1.048 2.536
H 7.791 0.965 0.786
H 6.358 -0.885 1.663
H 5.228 0.316 2.310
H 1.007 1.058 -2.041
H -1.167 0.358 -1.073
H -3.183 0.943 0.284
H -3.601 3.157 -0.689
H -5.911 3.847 -1.236
H -7.798 2.323 -0.739
H -7.321 -0.794 0.765
*
```

Output
Molar mass (u): 381.4
LUMO (eV): 0.13
Calculated total energy (a.u.): -1279.2634
Relative energy (zero: lowest compared OMol25 entry of this formula, charge and spin) (eV): 2.438
Orbital gap (eV): 8.341

Record 3
The following is a DFT calculation (ωB97M-V with the def2-TZVPD basis set) of a single C21H23N3O4S molecule.

The geometry in ORCA input format:
```
! wB97M-V def2-TZVPD RIJCOSX def2/J DEFGRID3
* xyz 0 1
C -7.068 -0.629 0.026
O -5.844 0.062 0.020
C -4.689 -0.667 -0.027
C -3.504 0.065 -0.037
C -2.276 -0.564 -0.081
C -2.204 -1.953 -0.122
O -1.056 -2.689 -0.174
C 0.198 -2.030 -0.221
C 0.586 -1.425 1.147
C 1.909 -1.995 1.656
N 2.926 -1.871 0.630
C 4.000 -1.092 0.879
O 4.179 -0.565 1.964
C 4.985 -0.840 -0.259
C 4.847 0.639 -0.659
C 3.423 0.942 -0.944
N 2.660 0.388 -1.830
N 1.425 0.904 -1.677
C 1.492 1.760 -0.702
C 0.419 2.551 -0.169
C 0.524 3.351 1.003
C -0.639 3.978 1.297
S -1.881 3.614 0.161
C -0.831 2.603 -0.727
O 2.745 1.832 -0.192
C 2.626 -2.513 -0.641
C 1.215 -3.093 -0.642
C -3.389 -2.684 -0.111
C -4.619 -2.055 -0.064
H -7.840 0.138 0.059
H -7.163 -1.274 0.906
H -7.195 -1.231 -0.880
H -3.568 1.141 -0.006
H -1.382 0.039 -0.086
H 0.177 -1.244 -0.989
H -0.201 -1.641 1.871
H 0.678 -0.341 1.064
H 2.257 -1.434 2.525
H 1.798 -3.045 1.942
H 4.815 -1.480 -1.119
H 5.992 -1.006 0.125
H 5.167 1.274 0.168
H 5.456 0.849 -1.540
H 1.426 3.434 1.581
H -0.849 4.636 2.116
H -1.167 2.101 -1.612
H 2.690 -1.777 -1.450
H 3.349 -3.317 -0.830
H 1.131 -3.947 0.030
H 0.976 -3.438 -1.648
H -3.328 -3.760 -0.143
H -5.511 -2.661 -0.058
*
```

Output
Molar mass (u): 413.5
LUMO (eV): 0.45
Calculated total energy (a.u.): -1677.4361
Relative energy (zero: lowest compared OMol25 entry of this formula, charge and spin) (eV): 2.515
Orbital gap (eV): 8.258

Record 4
The following is a DFT calculation (ωB97M-V with the def2-TZVPD basis set) of a single C21H23N3O5S2 molecule.

The geometry in ORCA input format:
```
! wB97M-V def2-TZVPD RIJCOSX def2/J DEFGRID3
* xyz 0 1
C -1.221 6.073 -4.716
C -1.076 4.848 -3.869
C -1.775 3.683 -4.168
C -1.630 2.552 -3.383
C -0.777 2.592 -2.298
S -0.629 1.170 -1.247
O 0.684 1.131 -0.645
O -1.034 -0.025 -1.928
N -1.807 1.488 -0.082
C -1.777 0.417 0.903
C -0.539 0.626 1.777
O -0.257 1.762 2.122
N 0.202 -0.444 2.117
C 1.433 -0.240 2.855
C 2.638 -0.779 2.074
O 3.454 -1.518 2.585
N 2.688 -0.355 0.800
C 3.623 -0.916 -0.151
C 2.979 -1.998 -0.964
C 1.785 -2.039 -1.625
C 1.686 -3.343 -2.173
C 2.822 -3.992 -1.804
O 3.608 -3.187 -1.069
C -0.097 -1.809 1.717
C -1.408 -2.290 2.252
C -2.375 -2.998 1.609
C -3.482 -3.296 2.435
C -3.341 -2.805 3.690
S -1.850 -1.974 3.898
C -0.070 3.736 -1.979
C -0.221 4.861 -2.768
H -0.284 6.286 -5.228
H -2.001 5.945 -5.461
H -1.463 6.936 -4.098
H -2.437 3.661 -5.020
H -2.156 1.635 -3.596
H -1.577 2.360 0.387
H -1.774 -0.517 0.348
H -2.677 0.477 1.521
H 1.389 -0.751 3.821
H 1.543 0.834 3.019
H 1.950 0.225 0.416
H 3.988 -0.113 -0.799
H 4.457 -1.348 0.409
H 1.070 -1.247 -1.721
H 0.879 -3.731 -2.759
H 3.177 -4.985 -1.993
H -0.086 -1.909 0.624
H 0.711 -2.435 2.110
H -2.300 -3.298 0.579
H -4.343 -3.848 2.102
H -4.019 -2.877 4.517
H 0.594 3.723 -1.129
H 0.326 5.762 -2.532
*
```

Output
Molar mass (u): 461.6
LUMO (eV): 0.37
Calculated total energy (a.u.): -2150.8832
Relative energy (zero: lowest compared OMol25 entry of this formula, charge and spin) (eV): 1.346
Orbital gap (eV): 8.714

Record 5
The following is a DFT calculation (ωB97M-V with the def2-TZVPD basis set) of a single C21H23N3O5S2 molecule.

The geometry in ORCA input format:
```
! wB97M-V def2-TZVPD RIJCOSX def2/J DEFGRID3
* xyz 0 1
N 2.496 5.048 -0.802
C 2.235 3.978 -0.495
C 1.950 2.621 -0.113
C 3.092 2.052 0.752
N 3.115 0.598 0.714
C 2.048 -0.043 1.242
O 1.175 0.543 1.851
C 1.926 -1.550 0.979
O 0.562 -1.835 0.697
C 0.034 -1.112 -0.296
O 0.690 -0.366 -0.978
C -1.449 -1.383 -0.458
C -2.069 -0.430 -1.484
C -2.088 1.004 -0.945
N -2.672 1.101 0.369
S -4.246 1.568 0.506
O -4.482 2.588 -0.469
O -4.502 1.827 1.889
C -5.268 0.179 0.055
C -5.784 -0.774 0.879
C -6.565 -1.721 0.181
C -6.625 -1.458 -1.152
S -5.740 -0.045 -1.581
C -2.138 0.201 1.360
C -2.174 -1.255 0.888
C 4.208 -0.040 0.086
C 4.923 -1.023 0.763
C 6.008 -1.631 0.159
C 6.395 -1.257 -1.118
C 5.693 -0.270 -1.788
C 4.603 0.340 -1.192
H 1.827 2.015 -1.016
H 1.010 2.588 0.443
H 2.950 2.371 1.789
H 4.060 2.413 0.400
H 2.163 -2.125 1.875
H 2.554 -1.861 0.140
H -1.535 -2.418 -0.813
H -1.488 -0.449 -2.406
H -3.084 -0.764 -1.707
H -2.666 1.661 -1.595
H -1.062 1.379 -0.890
H -5.612 -0.776 1.939
H -7.059 -2.551 0.652
H -7.145 -2.008 -1.910
H -2.735 0.341 2.261
H -1.104 0.493 1.578
H -1.696 -1.890 1.633
H -3.209 -1.581 0.763
H 4.631 -1.297 1.766
H 6.558 -2.392 0.691
H 7.244 -1.731 -1.586
H 5.991 0.027 -2.782
H 4.055 1.102 -1.724
*
```

Output
Molar mass (u): 461.6
LUMO (eV): 0.39
Calculated total energy (a.u.): -2150.8858
Relative energy (zero: lowest compared OMol25 entry of this formula, charge and spin) (eV): 1.278
Orbital gap (eV): 9.497